# C5H9N4

A gas-phase ion, C5H9N4 (charge +1) in a non-equilibrium geometry (ωB97M-V with the def2-TZVPD basis set, the OMol25 dataset).

XYZ file:
```
18
Properties=species:S:1:pos:R:3:nbo_charge:R:1
C 2.222 0.686 -0.295 -0.374
C 2.457 -0.660 0.074 0.027
C 0.889 0.908 -0.211 0.334
C -1.392 1.005 0.415 -0.212
C -0.954 -0.485 0.537 0.108
N 1.373 -1.285 0.420 -0.290
N 0.423 -0.340 0.308 -0.257
N -0.168 1.687 -0.235 -0.598
N -1.482 -1.278 -0.648 -0.695
H 2.922 1.368 -0.601 0.243
H 3.411 -1.159 -0.030 0.232
H -2.275 1.083 -0.091 0.211
H -1.508 1.258 1.568 0.237
H -1.208 -0.960 1.443 0.242
H -0.148 2.719 -0.009 0.433
H -1.241 -2.270 -0.465 0.454
H -0.834 -1.047 -1.369 0.456
H -2.487 -1.229 -0.809 0.448
```

* total energy: -414.6354 Eh
* gap between HOMO and LUMO: 8.599 eV
* charge: +1
* max |F|: 0.1149 Eh/bohr